The following is a quantum chemistry calculation of a structure of composition C3H91O43Pd in a non-equilibrium geometry, from the Open Molecules 2025 dataset.

Its net charge is +1. As for the expectation value of S²: 2.004. The LUMO energy (spin up / spin down) comes out at -1.7 / -2.5 eV. As for the spin multiplicity: 3.

Each line ends with the Mulliken spin population.
CARTESIAN COORDINATES (ANGSTROEM)
C  0.1010  0.1463  -0.2575  -0.044
H  -3.1250  -1.3666  -2.2366  -0.006
O  -2.3323  -1.1365  2.5341  0.067
H  3.7368  -0.6678  1.3876  0.000
O  0.4608  -3.8061  5.6493  0.000
H  2.6635  3.0541  4.3875  0.000
H  2.0999  0.2461  -4.2716  0.000
H  0.6107  2.3880  -4.4715  0.000
H  1.4654  2.2229  -5.6934  0.000
H  0.3259  0.5049  1.8712  0.001
H  -3.0866  -3.1135  2.7701  0.001
H  2.8257  -0.1090  -2.9404  0.000
H  -0.0154  -4.4106  5.0667  0.000
O  2.3572  -4.1445  2.3103  0.000
H  -5.5811  -2.4348  1.2540  -0.003
H  0.3237  -2.4380  -2.7941  0.000
H  3.2592  2.7037  2.9480  0.000
H  -4.5183  -4.3001  -3.5508  0.000
H  4.8023  -0.1518  -1.3178  0.000
O  -3.6004  -4.1725  -3.3981  0.000
H  -2.4219  4.0616  -3.7328  0.000
H  2.2346  -3.5573  -0.9996  0.000
H  3.6088  2.6839  0.2329  0.000
O  -1.2993  0.3947  -0.2837  0.240
O  -2.2005  3.9709  -2.7964  0.000
H  -2.2633  6.4396  -0.9063  0.000
H  5.2188  -6.2006  0.9850  0.000
H  -6.6250  -4.7278  1.7993  0.000
O  -5.1005  -1.7100  0.7543  0.041
H  1.7141  7.1210  -3.6196  0.000
H  4.4474  -2.9246  4.4835  0.000
H  -0.2745  3.9686  -2.9977  0.000
H  1.5295  5.3288  -0.0614  0.000
O  -2.2856  5.2144  3.6201  0.000
O  2.7501  -4.3172  -0.7159  0.000
H  -1.5257  -1.5747  2.9718  -0.007
H  -2.0356  6.0084  4.1633  0.000
H  -0.2383  -1.9078  -0.8961  -0.001
Pd  -2.9185  -0.9240  0.4072  1.575
H  3.0893  -4.7766  2.4550  0.000
H  -1.3625  2.9323  1.3452  0.000
H  -3.4787  1.7269  1.0583  -0.011
H  -1.4335  -3.4309  -0.0819  -0.013
O  4.8513  -5.4010  1.4016  0.000
H  0.1237  4.6966  0.1980  0.000
O  4.6815  -0.8026  1.5878  0.000
H  -2.3222  -4.3467  3.2508  0.000
H  -0.4694  -5.1438  -1.1698  0.000
H  -1.7395  1.7945  0.2805  -0.008
O  0.6466  3.9178  -3.2050  0.000
H  1.6928  -1.9825  -3.3906  0.000
O  -3.0874  -4.0577  2.6682  -0.001
H  -2.5150  -0.3479  3.0295  -0.006
O  -4.7853  3.5701  -1.0791  0.000
O  -6.0273  -4.0147  2.0830  0.000
H  0.4867  -5.2034  0.0610  0.000
O  1.5851  6.5012  -4.3311  0.000
H  0.2584  -1.7074  0.8873  0.001
H  1.0554  -4.3952  6.1214  0.000
O  -3.1421  5.4282  0.5735  0.000
H  -0.7655  -5.9499  2.6199  0.000
O  -1.6769  -6.8805  1.5078  0.000
H  -1.8635  0.1197  -5.2613  0.000
H  3.2628  -2.8187  3.5262  0.000
H  1.8901  0.6467  0.9316  -0.001
H  1.7980  0.7976  3.8760  0.000
H  0.3168  -4.8571  3.0158  0.000
O  -0.2690  3.7795  2.5301  0.000
H  1.4146  -1.5670  -0.4867  -0.001
O  3.8628  0.1632  -1.3733  0.000
O  3.0714  2.9087  -1.4468  0.000
H  0.7057  1.9485  0.8033  -0.001
H  -2.0051  2.1281  -2.7564  0.000
H  1.0478  -4.3559  -3.1582  0.000
H  -2.3071  -2.7608  -3.5761  0.000
O  2.3133  -0.4681  -3.6779  0.000
H  -2.6972  5.5513  2.8303  0.000
H  -5.2115  -4.3783  2.3973  0.000
O  0.6865  -5.1988  -2.7994  0.000
H  -1.4499  -1.4885  -4.0058  -0.001
H  0.6069  0.5620  -1.1544  0.002
O  4.1366  5.4095  1.0793  0.000
H  4.5996  5.9158  1.7390  0.000
H  -5.6155  -1.4970  -0.0339  -0.001
H  0.4531  -1.3886  3.8554  0.000
O  -1.8968  1.1593  -2.8097  0.002
O  0.7648  1.7846  -5.2609  0.000
O  1.2365  -2.7415  -2.9850  0.000
O  1.8040  -0.1759  3.9270  0.000
H  4.8576  5.9640  -2.0895  0.000
O  2.4773  2.5594  3.5720  0.000
H  -4.8920  1.1474  0.7942  -0.001
O  0.6967  5.0480  -0.4969  0.000
H  3.8415  1.1308  -1.5800  0.000
O  4.5133  5.2221  -1.5773  0.000
O  -0.2754  -1.9676  3.6361  -0.001
H  0.5160  3.5457  3.0723  0.000
O  -1.6732  6.4808  -1.6833  0.000
O  -1.2144  -0.5765  -5.4070  0.000
O  -2.3690  -3.1342  -0.1346  0.055
H  1.0404  -5.9618  -3.3212  0.000
H  4.3213  4.4485  1.2165  0.000
H  1.6832  6.9820  -5.1278  0.000
H  -0.2477  -2.6651  4.3357  0.000
H  2.2261  3.3071  -1.5849  0.000
H  4.5777  -1.1760  2.4543  0.000
H  4.4663  1.8714  1.3578  0.000
H  -1.8424  4.8545  -2.5150  0.000
H  -1.5259  0.8761  -1.8810  -0.015
H  4.6830  -4.8414  0.6322  0.000
H  -4.0299  5.2323  0.1970  0.000
O  4.0044  2.7249  1.1463  0.000
C  0.3910  -1.3744  -0.1653  -0.007
H  -0.7727  6.5290  -1.3033  0.000
H  0.9984  4.7709  -3.4772  0.000
O  -0.3758  -5.4617  3.3235  0.000
O  3.7042  -2.3486  4.2138  0.000
H  -5.3927  3.4174  -1.8122  0.000
H  -0.9597  4.2048  3.0926  0.000
H  2.6096  -0.4364  4.4309  0.000
O  -1.9991  2.7217  0.6038  -0.005
O  -1.6570  -2.0816  -3.2573  -0.002
H  2.3690  -5.0430  -1.2180  0.000
H  3.7061  3.6738  -1.3823  0.000
H  -2.8480  4.5048  0.4202  0.000
H  -1.0959  -6.8449  0.7449  0.000
H  -0.3675  -0.1371  -5.3505  0.000
H  -3.9311  3.4984  -1.5643  0.000
H  -2.7468  -3.7308  0.5374  0.000
C  0.7700  0.8378  0.9036  0.004
O  -3.6740  -0.6828  -1.8427  0.084
H  4.3666  5.5222  -0.6625  0.000
H  -1.6308  -7.7921  1.8514  0.000
O  -4.0082  0.9208  1.1760  0.076
O  -0.4287  -5.1469  -0.1975  0.001
H  2.4316  -3.9243  1.3542  0.000
H  -3.2902  0.2063  -2.1658  -0.012
H  -3.4122  -4.5424  -2.5205  0.000

***

The following is a quantum chemistry calculation of a structure of composition C37H49N6O3PtS2, from the Open Molecules 2025 dataset.

The energy relative to the best compared isomer or geometry (same formula, charge and spin) is 0.442 eV. Its net charge is +3. As for the expectation value of S²: 6.021. The LUMO energy (spin up / spin down) comes out at -7.5 / -12.0 eV. As for the spin multiplicity: 5.

Each line ends with the Mulliken spin population.
CARTESIAN COORDINATES (ANGSTROEM)
H  1.1808  6.5960  -3.2818  0.000
H  3.7284  5.4314  -0.8909  0.000
H  0.1639  5.6485  -2.2081  0.000
C  -4.5388  -1.6556  2.1229  -0.001
C  3.1533  -3.8271  -0.0363  -0.007
H  5.4043  1.1825  5.7156  0.009
H  0.2953  -5.1308  2.1854  0.000
H  0.7345  -2.4380  -4.7453  0.019
C  -3.1275  0.7583  -2.0335  0.002
H  -5.5545  -0.3708  -2.9257  0.000
H  -3.4834  2.5733  -4.0467  0.000
C  0.3757  -2.0805  -3.7801  -0.012
C  2.5986  -1.3226  4.9430  0.057
H  -6.5629  -4.2498  2.5165  0.000
H  5.5807  -0.0816  4.4389  -0.006
C  2.9937  2.7909  -1.2945  -0.007
C  -3.9029  -3.7897  3.0184  -0.002
C  -4.9073  -2.8869  2.6541  0.006
H  2.9289  4.2187  -4.3509  0.000
C  -1.9361  1.4918  -1.9683  0.003
H  3.9061  -3.4146  -0.6956  0.003
H  -0.0940  3.4000  -2.4747  0.001
C  -2.2319  -2.2381  2.3131  0.018
C  2.7652  5.7923  -1.2549  0.000
H  -4.1537  1.0127  -4.5520  0.000
N  -0.7036  -0.4355  -1.3593  0.191
C  -6.3530  -3.2394  2.8663  0.000
H  -7.0124  -2.5468  2.3474  0.000
H  3.6665  -0.6407  -2.8286  -0.002
H  3.8353  1.5820  3.7286  0.003
H  2.2127  0.1438  -3.5075  0.002
H  -3.8755  3.4336  -1.6803  0.000
O  4.5376  -0.5908  6.1454  0.238
C  -4.3074  1.8724  -3.8969  0.000
C  -0.7485  0.8801  -1.6334  0.021
H  -0.0552  -1.0870  -3.8793  -0.001
C  2.7739  -0.7866  -3.4339  -0.012
C  2.8023  -0.5060  2.6931  -0.062
O  -0.4591  -0.4704  1.6066  0.091
H  -2.9232  -0.3543  1.5440  -0.003
C  2.2220  4.9339  -2.4090  0.001
H  -6.5340  1.0367  -2.5603  0.000
H  -5.3085  -0.9406  1.8592  0.000
H  3.0667  -1.1292  -4.4257  0.015
C  3.3228  -5.0204  0.6251  0.007
C  2.2894  -5.4961  1.4383  -0.001
C  -3.0415  -0.5989  -1.7344  0.001
H  -0.3599  -2.7834  -3.3961  -0.001
C  0.5538  1.5996  -1.5356  -0.011
H  1.9533  -0.9367  5.7316  0.014
N  2.9186  -0.2792  4.0152  0.306
C  3.9849  -1.7453  5.6301  0.105
H  0.5671  5.0471  -3.8335  0.000
H  2.9140  6.8136  -1.6056  0.000
S  1.7820  -2.0736  -2.6661  0.364
H  -1.8046  -4.1742  3.1768  0.000
C  0.7323  2.8895  -2.0050  0.004
N  2.6686  -0.7386  1.5736  0.191
H  -4.6819  2.4084  -0.4811  0.000
C  -5.6275  0.5034  -2.2759  0.000
C  2.7608  1.5115  -0.8547  -0.009
H  3.4562  5.8480  -3.9261  0.000
H  -3.9152  -1.2334  -1.7421  0.002
N  1.5642  0.9152  -0.9730  0.100
H  3.9834  3.2113  -1.1820  0.001
H  4.2262  4.4580  -3.1683  0.000
H  -1.7361  -2.1983  -1.1148  0.000
Pt  1.1088  -1.1065  -0.3039  1.743
C  1.0184  -3.5897  0.8708  -0.019
H  -5.6003  3.1394  -1.7974  0.000
C  3.5914  0.8790  4.5199  0.071
H  2.1427  -2.1708  4.4418  0.011
C  1.1147  -4.7804  1.5749  0.008
H  -6.5981  -3.2044  3.9292  0.001
H  2.0651  5.8245  -0.4174  0.000
H  -5.7559  0.1647  -1.2446  0.000
H  3.7483  -2.4229  6.4465  0.008
H  2.4053  -6.4410  1.9536  -0.001
O  0.2124  -2.2052  3.2394  0.014
C  1.9647  3.5271  -1.8943  0.005
H  -4.1783  -4.7461  3.4455  0.000
C  -4.4291  1.4401  -2.4250  0.000
H  3.5502  0.9184  -0.4107  -0.008
C  -1.8262  -1.1545  -1.3887  -0.030
H  4.2354  -5.5843  0.4955  0.002
C  3.2733  4.8493  -3.5288  0.000
N  -0.0471  -2.6902  0.7625  0.289
H  4.6177  -2.2178  4.8756  -0.005
C  -2.5698  -3.4770  2.8587  -0.001
H  -1.9532  2.5535  -2.1653  0.004
H  2.9939  1.3469  5.3007  0.009
C  -4.6479  2.6759  -1.5395  0.000
C  4.9339  0.3432  5.2093  0.090
C  -3.2049  -1.3193  1.9431  -0.002
S  -0.5632  -1.8523  2.0695  0.001
C  0.9528  5.5802  -2.9612  0.000
N  2.0083  -3.1431  0.1033  0.172
H  -5.2274  2.3704  -4.2046  0.000

***

The following is a quantum chemistry calculation of an isolated molecule of C7H14, from the Open Molecules 2025 dataset.

The energy relative to the best compared isomer or geometry (same formula, charge and spin) is 0.833 eV. Its SMILES is CC(C)CC1CC1. The LUMO energy comes out at 1.2 eV.

Each line ends with the Löwdin charge.
CARTESIAN COORDINATES (ANGSTROEM)
H  3.5297  -0.2788  0.9056  0.095
H  -2.4478  -1.7974  0.7676  0.074
H  0.0368  -1.8123  0.6390  0.116
C  -1.2528  1.1117  -0.7087  -0.083
H  1.7019  1.2541  -1.0766  0.097
C  1.3157  -0.0976  0.6712  -0.302
H  -1.2286  0.3169  1.2831  0.134
H  -2.1839  1.6761  -0.5875  0.076
C  0.1240  -0.8531  0.1073  -0.163
C  2.7258  -0.2649  0.1746  -0.128
H  1.2367  0.0436  1.7492  0.135
H  0.2847  -1.1063  -0.9520  0.125
H  -1.2098  0.7573  -1.7478  0.086
H  -0.4190  1.7996  -0.5509  0.060
H  -2.4598  -1.3767  -0.9560  0.081
H  2.9011  -0.8968  -0.6921  0.100
C  2.0043  1.0305  -0.0565  -0.143
H  -3.3443  -0.3769  0.2039  0.075
C  -1.1960  -0.0744  0.2548  -0.441
C  -2.4271  -0.9611  0.0594  -0.092
H  2.3082  1.9064  0.5124  0.100